Entry from OMol25: a structure of composition C22H37O2RuSi (wB97M-V/def2-TZVPD).

The value obtained for the LUMO energy (alpha / beta) is 0.0250 / -0.0476 hartree. The total energy is -37960.805 eV. The spin multiplicity is 6. For the orbital gap (alpha / beta), the calculation gives 5.430 / 6.781 eV.

Structure (XYZ):
```
63
C22H37O2RuSi | OMol25 | wB97M-V/def2-TZVPD
O -0.27908 -0.56040 -3.10602
C -0.29124 0.68703 -3.91334
C -0.19040 -0.01592 -5.24861
H 0.59894 1.29336 -3.71730
H -1.21793 1.24199 -3.70358
C -0.14635 -1.28514 -4.36605
H 0.73191 0.23877 -5.77613
H -1.07430 0.11158 -5.87231
C 1.15615 -2.03787 -4.39363
H 1.98455 -1.42422 -4.04356
H 1.37594 -2.38868 -5.40343
H 1.05046 -2.91024 -3.74646
C -1.28836 -2.23034 -4.66044
H -2.24894 -1.71544 -4.63457
H -1.25355 -3.05204 -3.94384
H -1.15253 -2.65233 -5.65993
Ru -0.80850 -0.71200 1.98960
C -2.37800 -1.12813 3.44884
C -2.33316 0.31025 3.44724
C -2.56958 0.75745 2.09548
H -2.11814 0.95195 4.30082
C -2.98218 -0.38893 1.31914
C -2.84440 -1.54915 2.14698
H -3.05170 -2.57125 1.85099
H -2.22579 -1.76522 4.31755
H -2.51546 1.78854 1.75019
H -3.36857 -0.36133 0.29954
C 0.44488 -2.03529 2.96887
C -0.23171 -2.62303 1.78930
C 0.70290 -2.53979 0.69589
H -1.06972 -3.30565 1.86230
C 1.94152 -2.06942 1.19380
C 1.81698 -1.78778 2.56666
H 2.62649 -1.53977 3.26050
H 0.11001 -2.14992 3.99707
H 0.49998 -2.88796 -0.31077
H 2.87101 -2.01273 0.63057
O 1.83565 1.36356 -1.87658
C 1.08173 0.52310 -0.95487
C -0.37194 1.02583 -0.87337
H 1.54406 0.62008 0.05242
H 1.14291 -0.53359 -1.23827
C -0.24600 2.50229 -1.31735
H -0.82260 0.88068 0.13073
H -0.96159 0.41634 -1.58162
C 1.21117 2.67502 -1.77158
H -0.40931 3.16405 -0.46278
H -0.99984 2.72449 -2.09032
H 1.75339 3.20477 -0.97302
H 1.34854 3.20067 -2.72414
C 2.37946 1.50438 2.09320
Si 0.67867 1.18668 2.91415
C 0.86523 0.68966 4.74263
C -0.19252 2.88544 2.84457
H 3.11920 0.75064 2.39648
H 2.74819 2.49842 2.39549
H 2.37824 1.52685 0.99313
H 1.36467 1.50420 5.29256
H -0.10851 0.50413 5.21883
H 1.47045 -0.22040 4.84931
H 0.52243 3.67298 3.13481
H -0.56127 3.12219 1.83508
H -1.04248 2.92653 3.53920
```